(1)
A cluster of 6 separate species, C8H30N2O6 in total in a non-equilibrium geometry, computed with the ωB97M-V functional and the def2-TZVPD basis.

Element x y z (Å)
C1 -6.935 -1.437 -1.198
C2 -5.873 -0.907 -1.996
C3 -4.436 -0.905 -1.376
O1 -4.404 -0.059 -0.223
C4 -3.236 -0.251 0.642
N1 -5.969 -1.569 -3.232
H1 -7.962 -1.290 -1.534
H2 -7.038 -0.902 -0.254
H3 -6.677 -2.446 -0.876
H4 -6.008 0.166 -2.130
H5 -3.785 -0.685 -2.222
H6 -4.023 -1.861 -1.052
H7 -3.017 0.653 1.211
H8 -2.363 -0.290 -0.009
H9 -3.400 -0.990 1.427
H10 -5.249 -1.207 -3.840
H11 -6.808 -1.192 -3.650
C5 6.856 0.804 3.156
C6 6.136 1.565 2.001
C7 5.066 0.693 1.277
O2 3.951 0.447 2.142
C8 2.850 -0.209 1.649
N2 5.695 2.810 2.584
H12 6.134 0.202 3.709
H13 7.337 1.472 3.871
H14 7.642 0.185 2.723
H15 6.887 1.818 1.252
H16 5.529 -0.194 0.846
H17 4.769 1.324 0.439
H18 1.979 -0.016 2.274
H19 3.165 -1.224 1.892
H20 2.691 -0.064 0.580
H21 5.172 3.251 1.841
H22 4.973 2.696 3.280
O3 0.226 -0.108 -0.754
H23 0.379 0.301 -1.606
H24 -0.165 -0.956 -0.961
O4 -0.871 -2.282 -2.058
H25 -1.625 -2.867 -2.135
H26 -0.758 -1.919 -2.937
O5 0.768 0.577 -3.231
H27 0.689 1.528 -3.310
H28 1.707 0.421 -3.137
O6 -0.333 1.736 1.821
H29 -0.150 0.947 1.310
H30 0.484 2.234 1.794

Forces on atoms 1 to 6 (eV/Å):
C -1.6 -0.3 3.8
C 2.0 2.2 0.8
C -0.5 -0.9 0.5
O 0.4 0.1 0.0
C -0.4 1.2 -1.0
N 0.7 -0.6 -2.2

Calculated values
HOMO-LUMO gap (spin up / spin down)	2.536 / 9.955	eV
charge	-1
<S²>	0.75
2S+1	2
calculated total energy	-24044.998	eV
energy relative to the best compared isomer or geometry (same formula, charge and spin)	0.952	eV
E_HOMO (spin up / spin down)	0.33 / -7.12	eV

natural (NBO) atomic charge list, values in e, 2 entries:
1 C -0.61
2 C -0.09

(2)
An isolated molecule of C4H6N2 in a non-equilibrium geometry, computed with the ωB97M-V functional and the def2-TZVPD basis.

Element x y z (Å)
N1 -2.852 -0.335 0.042
C1 -1.728 -0.084 0.152
C2 -0.375 0.250 0.320
N2 0.200 1.510 -0.117
C3 0.424 -1.064 -0.703
C4 0.826 -0.666 0.683
H1 -0.313 2.152 -0.741
H2 0.605 2.061 0.576
H3 0.902 -0.467 -1.453
H4 -0.184 -1.922 -0.943
H5 0.820 -1.327 1.610
H6 1.674 -0.109 0.574

Forces on atoms 1 to 6 (eV/Å):
N 0.5 0.1 -0.1
C -1.2 -0.1 0.9
C 3.6 -0.7 -2.6
N -1.7 -0.3 -1.7
C -0.8 1.7 2.1
C -3.0 -2.4 0.7

Calculated values
HOMO-LUMO gap	9.553	eV
charge	0
2S+1	1
calculated total energy	-7222.685	eV
energy relative to the best compared isomer or geometry (same formula, charge and spin)	2.906	eV
E_HOMO	-8.60	eV

natural (NBO) atomic charge list, values in e, 2 entries:
1 N -0.33
2 C 0.24

(3)
A structure of composition C24H12Cl4N6O2Pd, computed with the ωB97M-V functional and the def2-TZVPD basis.

Element x y z (Å)
Pd1 -0.374 -0.002 -1.579
C1 -0.362 4.329 -1.714
C2 -0.321 3.003 -2.136
N1 -0.451 2.019 -1.257
C3 -0.641 2.329 0.045
C4 -0.677 3.657 0.430
N2 -0.535 4.650 -0.443
C5 -0.794 1.170 0.954
C6 -0.978 1.197 2.320
C7 -1.089 0.001 3.041
C8 -0.984 -1.197 2.320
C9 -0.800 -1.171 0.954
N3 -0.727 -0.001 0.311
C10 -0.653 -2.331 0.046
C11 -0.696 -3.658 0.431
N4 -0.559 -4.653 -0.441
C12 -0.384 -4.333 -1.713
C13 -0.335 -3.007 -2.135
N5 -0.460 -2.022 -1.257
C14 -1.304 0.002 4.511
C15 -1.416 -1.186 5.228
C16 -1.618 -1.132 6.600
N6 -1.715 0.003 7.284
C17 -1.610 1.138 6.600
C18 -1.407 1.190 5.228
H1 -0.258 5.140 -2.425
H2 -0.204 2.733 -3.177
H3 -0.829 3.934 1.466
H4 -1.030 2.150 2.822
H5 -1.041 -2.149 2.822
H6 -0.851 -3.934 1.467
H7 -0.284 -5.144 -2.423
H8 -0.216 -2.738 -3.176
H9 -1.352 -2.158 4.762
H10 -1.707 -2.048 7.171
H11 -1.692 2.055 7.171
H12 -1.336 2.161 4.761
Cl1 5.493 0.002 -5.649
C19 3.948 0.001 -4.968
C20 2.777 0.001 -5.901
Cl2 3.104 0.002 -7.544
C21 1.486 0.000 -5.470
Cl3 0.149 0.000 -6.528
C22 1.222 -0.001 -4.064
O1 0.069 -0.003 -3.618
C23 2.422 0.000 -3.074
O2 2.173 0.000 -1.895
C24 3.781 0.001 -3.634
Cl4 5.062 0.002 -2.524

Forces on atoms 1 to 6 (eV/Å):
Pd -0.2 0.0 0.1
C 0.0 0.0 0.0
C 0.0 0.0 0.0
N 0.0 0.0 -0.1
C 0.0 -0.1 0.1
C 0.0 0.1 0.0

Calculated values
HOMO-LUMO gap	6.057	eV
charge	+2
2S+1	1
calculated total energy	-91672.611	eV
energy relative to the best compared isomer or geometry (same formula, charge and spin)	0.066	eV
E_HOMO	-14.43	eV

natural (NBO) atomic charge list, values in e, 2 entries:
1 Pd 0.98
2 C 0.04

(4)
An isolated molecule of C3H8NOS, computed with the ωB97M-V functional and the def2-TZVPD basis.

Element x y z (Å)
C1 0.298 0.507 -0.521
C2 1.257 -0.103 0.477
S1 2.625 0.980 0.946
N1 -0.730 -0.394 -0.996
C3 -1.850 -0.604 -0.090
O1 -1.437 -1.448 0.910
H1 -0.217 1.367 -0.095
H2 0.832 0.888 -1.393
H3 1.748 -0.959 0.006
H4 0.702 -0.443 1.318
H5 1.926 2.113 1.082
H6 -0.332 -1.292 -1.258
H7 -2.148 0.378 0.278
H8 -2.674 -0.990 -0.665

Forces on atoms 1 to 6 (eV/Å):
C 0.0 0.5 -0.4
C 0.5 0.1 -0.6
S 0.2 0.1 0.0
N 0.0 -0.5 0.4
C -0.3 0.4 -0.2
O 0.3 0.1 -0.1

Calculated values
HOMO-LUMO gap (spin up / spin down)	10.135 / 7.421	eV
charge	0
<S²>	0.76
2S+1	2
calculated total energy	-17611.023	eV
energy relative to the best compared isomer or geometry (same formula, charge and spin)	0.499	eV
E_HOMO (spin up / spin down)	-9.18 / -9.19	eV

natural (NBO) atomic charge list, values in e, 2 entries:
1 C -0.24
2 C -0.53

(5)
A cluster of 3 separate species, C5H17N2O in total in a non-equilibrium geometry, computed with the ωB97M-V functional and the def2-TZVPD basis.

Element x y z (Å)
N1 0.855 0.078 1.571
C1 -0.050 -0.280 0.402
C2 0.590 -1.267 -0.580
C3 -0.213 -2.551 -0.817
C4 0.844 -0.720 -2.039
C5 -2.461 2.388 1.168
N2 -1.441 2.563 0.158
H1 0.738 0.828 2.234
H2 0.742 -0.759 2.242
H3 -2.584 3.054 2.079
H4 -0.988 -0.741 0.712
H5 1.598 -1.607 -0.022
H6 -1.066 -2.207 -1.449
H7 -0.775 -2.723 0.081
H8 0.371 -3.357 -1.169
H9 1.220 -1.635 -2.611
H10 1.627 0.072 -2.072
H11 -0.040 -0.521 -2.700
H12 -3.373 2.476 0.723
H13 -2.473 1.407 1.779
H14 -0.735 1.816 0.075
H15 -1.868 2.493 -0.810
H16 2.398 0.272 0.653
H17 3.863 0.812 0.281
O1 3.220 0.108 0.112

Forces on atoms 1 to 6 (eV/Å):
N -1.2 -1.7 -1.3
C 2.8 -4.2 3.2
C 1.9 0.8 0.2
C -3.2 3.0 0.8
C 1.5 -0.9 -1.4
C 0.7 -1.5 3.5

Calculated values
HOMO-LUMO gap	5.523	eV
charge	+1
2S+1	1
calculated total energy	-10475.805	eV
energy relative to the best compared isomer or geometry (same formula, charge and spin)	7.130	eV
E_HOMO	-13.59	eV

natural (NBO) atomic charge list, values in e, 2 entries:
1 N -0.92
2 C 0.49

(6)
A structure of composition C35H33N3O3PtS2Si, computed with the ωB97M-V functional and the def2-TZVPD basis.

Element x y z (Å)
Pt1 -0.202 0.278 0.111
C1 -4.303 -1.760 -3.253
Si1 -4.265 0.101 -3.432
C2 -3.100 0.599 -4.800
C3 -5.984 0.745 -3.787
C4 -3.724 0.818 -1.773
C5 -4.599 1.477 -0.917
C6 -4.199 1.924 0.338
C7 -2.896 1.720 0.743
N1 -2.037 1.091 -0.067
C8 -2.431 0.639 -1.278
S1 -1.048 -0.191 -1.955
H1 -4.754 -2.235 -4.128
H2 -4.876 -2.057 -2.372
H3 -3.288 -2.150 -3.142
H4 -3.504 0.276 -5.763
H5 -2.119 0.139 -4.674
H6 -2.958 1.680 -4.837
H7 -6.314 0.399 -4.770
H8 -6.015 1.836 -3.794
H9 -6.713 0.389 -3.055
H10 -5.623 1.649 -1.230
H11 -4.890 2.426 1.000
H12 -2.508 2.064 1.687
O1 1.343 -1.129 -0.004
S2 1.714 -2.393 0.745
C9 0.335 -3.007 1.711
C10 0.674 -3.826 2.778
C11 -0.332 -4.354 3.571
C12 -1.660 -4.055 3.299
C13 -1.984 -3.236 2.227
C14 -0.984 -2.710 1.420
C15 1.620 -3.646 -0.530
C16 2.561 -4.661 -0.494
C17 2.531 -5.647 -1.473
C18 1.575 -5.597 -2.475
C19 0.646 -4.561 -2.507
C20 0.664 -3.576 -1.535
H13 1.715 -4.028 3.000
H14 -0.077 -4.989 4.410
H15 -2.444 -4.459 3.927
H16 -3.019 -3.006 2.010
H17 -1.232 -2.069 0.583
H18 3.313 -4.680 0.285
H19 3.262 -6.445 -1.456
H20 1.558 -6.360 -3.241
H21 -0.095 -4.521 -3.295
H22 -0.035 -2.750 -1.567
O2 1.664 -0.818 2.848
C21 1.073 0.242 2.975
N2 0.961 0.915 4.155
C22 0.267 2.173 4.018
C23 -0.046 2.121 2.501
O3 -0.660 2.996 1.928
N3 0.435 0.963 1.972
C24 -1.064 2.218 4.760
C25 -1.543 1.121 5.462
C26 -2.770 1.183 6.114
C27 -3.529 2.340 6.060
C28 -3.060 3.436 5.345
C29 -1.837 3.377 4.700
C30 1.176 3.335 4.393
C31 1.922 4.014 3.436
C32 2.791 5.027 3.816
C33 2.930 5.365 5.153
C34 2.192 4.688 6.114
C35 1.319 3.680 5.733
H23 1.479 0.628 4.966
H24 -0.964 0.207 5.492
H25 -3.129 0.322 6.663
H26 -4.483 2.391 6.571
H27 -3.652 4.341 5.290
H28 -1.473 4.227 4.137
H29 1.820 3.763 2.388
H30 3.364 5.551 3.061
H31 3.606 6.158 5.447
H32 2.295 4.944 7.160
H33 0.734 3.162 6.485

Forces on atoms 1 to 6 (eV/Å):
Pt 0.0 -0.3 0.7
C 0.0 0.0 0.0
Si 0.0 -0.1 0.0
C 0.0 0.0 0.0
C 0.0 0.0 0.0
C 0.1 -0.1 0.0

Calculated values
HOMO-LUMO gap	8.096	eV
charge	0
2S+1	1
calculated total energy	-80241.459	eV
energy relative to the best compared isomer or geometry (same formula, charge and spin)	0.000	eV
E_HOMO	-7.72	eV

Löwdin atomic charge list, values in e, 2 entries:
1 Pt 0.92
2 C -0.17